Computed, not measured: a 14-piece molecular cluster, C84H198O44P2 overall in a non-equilibrium geometry, with ωB97M-V/def2-TZVPD.

Bonds (Å) are listed after each position.
CARTESIAN COORDINATES (ANGSTROEM)
1 C 2.1259 3.2702 -7.3725  O2 1.386, H10 1.090, H11 1.090, H12 1.090
2 O 3.3867 3.8432 -7.3067  C1 1.386, C3 1.400
3 C 4.1554 3.8758 -6.1373  O2 1.400, C4 1.462, H13 1.090, H14 1.090
4 C 5.3570 3.0482 -6.2330  C3 1.462, O5 1.442, H15 1.090, H16 1.090
5 O 5.1142 1.6295 -6.3209  C4 1.442, C6 1.384
6 C 6.3071 0.9465 -6.4839  O5 1.384, C7 1.529, H17 1.090, H18 1.090
7 C 5.9281 -0.4701 -6.9169  C6 1.529, O8 1.465, H19 1.090, H20 1.090
8 O 5.1179 -1.1107 -5.8773  C7 1.465, C9 1.376
9 C 4.7343 -2.3732 -6.2668  O8 1.376, H21 1.090, H22 1.090, H23 1.090
10 H 1.4682 3.6791 -6.6055  C1 1.090
11 H 2.1823 2.1838 -7.3044  C1 1.090
12 H 1.5930 3.5288 -8.2875  C1 1.090
13 H 3.5470 3.6385 -5.2646  C3 1.090
14 H 4.5555 4.8792 -5.9918  C3 1.090
15 H 5.8979 3.2860 -5.3170  C4 1.090
16 H 6.0262 3.3892 -7.0229  C4 1.090
17 H 7.0772 0.9450 -5.7124  C6 1.090
18 H 6.8264 1.4321 -7.3101  C6 1.090
19 H 6.8681 -1.0160 -6.9980  C7 1.090
20 H 5.1691 -0.4230 -7.6978  C7 1.090
21 H 4.2175 -2.6403 -7.1886  C9 1.090
22 H 4.1203 -2.9532 -5.5777  C9 1.090
23 H 5.6596 -2.9443 -6.3420  C9 1.090
24 C 3.9783 -5.2661 5.1995  O25 1.434, H33 1.090, H34 1.090, H35 1.090
25 O 3.4198 -4.2347 6.0246  C24 1.434, C26 1.463
26 C 4.3376 -3.5344 6.9240  O25 1.463, C27 1.595, H36 1.090, H37 1.090
27 C 3.4516 -2.5789 7.8438  C26 1.595, O28 1.448, H38 1.090, H39 1.090
28 O 2.7735 -3.4207 8.8071  C27 1.448, C29 1.407
29 C 1.9080 -2.7852 9.7166  O28 1.407, C30 1.483, H40 1.090, H41 1.090
30 C 2.3438 -3.1890 11.0750  C29 1.483, O31 1.471, H42 1.090, H43 1.090
31 O 1.9478 -2.3371 12.2073  C30 1.471, C32 1.409
32 C 0.6472 -2.3419 12.7483  O31 1.409, H44 1.090, H45 1.090, H46 1.090
33 H 4.4883 -5.9910 5.8340  C24 1.090
34 H 4.5551 -4.7111 4.4597  C24 1.090
35 H 3.1318 -5.7679 4.7308  C24 1.090
36 H 5.0003 -2.9011 6.3343  C26 1.090
37 H 4.9164 -4.2607 7.4946  C26 1.090
38 H 2.7460 -2.0804 7.1792  C27 1.090
39 H 3.9487 -1.7260 8.3058  C27 1.090
40 H 0.8449 -2.9909 9.5921  C29 1.090
41 H 1.7076 -1.7201 9.8329  C29 1.090
42 H 3.4208 -3.3052 11.1957  C30 1.090
43 H 1.9147 -4.1747 11.2548  C30 1.090
44 H -0.0643 -1.6487 12.2995  C32 1.090
45 H 0.7919 -2.1383 13.8092  C32 1.090
46 H 0.3493 -3.3823 12.6184  C32 1.090
47 C -4.0719 0.2897 3.2931  O48 1.407, H56 1.090, H57 1.090, H58 1.090
48 O -3.7241 -0.8303 4.0706  C47 1.407, C49 1.364
49 C -2.9691 -1.7483 3.4010  O48 1.364, C50 1.544, H59 1.090, H60 1.090
50 C -2.3831 -2.6974 4.4685  C49 1.544, O51 1.436, H61 1.090, H62 1.090
51 O -1.1746 -2.1773 5.0447  C50 1.436, C52 1.485
52 C -0.2738 -3.2519 5.5321  O51 1.485, C53 1.560, H63 1.090, H64 1.090
53 C -0.9874 -4.2832 6.4594  C52 1.560, O54 1.469, H65 1.090, H66 1.090
54 O -1.9797 -5.1012 5.7485  C53 1.469, C55 1.487
55 C -2.5853 -6.2149 6.5259  O54 1.487, H67 1.090, H68 1.090, H69 1.090
56 H -4.5734 -0.0539 2.3883  C47 1.090
57 H -3.2181 0.8800 2.9606  C47 1.090
58 H -4.5487 1.0620 3.8967  C47 1.090
59 H -2.2116 -1.2082 2.8331  C49 1.090
60 H -3.5661 -2.2929 2.6695  C49 1.090
61 H -2.2399 -3.7132 4.1001  C50 1.090
62 H -2.9091 -2.7949 5.4182  C50 1.090
63 H 0.4955 -2.7680 6.1339  C52 1.090
64 H 0.2659 -3.8842 4.8270  C52 1.090
65 H -1.5405 -3.7360 7.2228  C53 1.090
66 H -0.3318 -4.9672 6.9982  C53 1.090
67 H -1.9778 -6.5402 7.3705  C55 1.090
68 H -2.8279 -7.0272 5.8408  C55 1.090
69 H -3.5229 -5.8569 6.9512  C55 1.090
70 C 1.6024 -2.4294 -8.0942  O71 1.366, H79 1.090, H80 1.090, H81 1.090
71 O 0.2662 -2.1820 -8.2289  C70 1.366, C72 1.468
72 C -0.4062 -3.3876 -7.7283  O71 1.468, C73 1.556, H82 1.090, H83 1.090
73 C -1.9531 -3.2613 -7.6119  C72 1.556, O74 1.438, H84 1.090, H85 1.090
74 O -2.2317 -2.6257 -6.3526  C73 1.438, C75 1.441
75 C -2.3631 -1.2050 -6.5579  O74 1.441, C76 1.520, H86 1.090, H87 1.090
76 C -3.8283 -0.9341 -6.8606  C75 1.520, O77 1.359, H88 1.090, H89 1.090
77 O -3.9514 -0.8382 -8.2102  C76 1.359, C78 1.463
78 C -5.3118 -0.5990 -8.6935  O77 1.463, H90 1.090, H91 1.090, H92 1.090
79 H 2.0882 -3.1513 -8.7507  C70 1.090
80 H 1.9107 -2.5783 -7.0594  C70 1.090
81 H 2.1045 -1.5599 -8.5186  C70 1.090
82 H 0.0299 -3.7777 -6.8087  C72 1.090
83 H -0.2911 -4.1951 -8.4514  C72 1.090
84 H -2.1812 -4.3195 -7.4838  C73 1.090
85 H -2.5147 -2.9740 -8.5008  C73 1.090
86 H -1.7151 -0.5665 -7.1582  C75 1.090
87 H -2.1259 -0.8095 -5.5702  C75 1.090
88 H -4.1512 0.0007 -6.4025  C76 1.090
89 H -4.4938 -1.7129 -6.4882  C76 1.090
90 H -5.6220 0.4413 -8.5952  C78 1.090
91 H -6.0048 -1.2262 -8.1329  C78 1.090
92 H -5.4206 -0.8065 -9.7580  C78 1.090
93 C -5.0564 8.9512 -0.9887  O94 1.465, H102 1.090, H103 1.090, H104 1.090
94 O -4.5587 7.7601 -0.2960  C93 1.465, C95 1.406
95 C -3.6539 8.2939 0.6387  O94 1.406, C96 1.538, H105 1.090, H106 1.090
96 C -3.6013 7.2770 1.7909  C95 1.538, O97 1.456, H107 1.090, H108 1.090
97 O -2.6978 7.8176 2.7961  C96 1.456, C98 1.471
98 C -2.4216 6.8543 3.8731  O97 1.471, C99 1.532, H109 1.090, H110 1.090
99 C -1.5662 5.6710 3.4098  C98 1.532, O100 1.394, H111 1.090, H112 1.090
100 O -0.2463 6.0009 3.1047  C99 1.394, C101 1.524
101 C 0.6890 4.7976 3.1144  O100 1.524, H113 1.090, H114 1.090, H115 1.090
102 H -5.7033 9.4748 -0.2848  C93 1.090
103 H -5.6988 8.7251 -1.8398  C93 1.090
104 H -4.2156 9.5528 -1.3341  C93 1.090
105 H -4.0825 9.1787 1.1094  C95 1.090
106 H -2.6241 8.3826 0.2927  C95 1.090
107 H -3.2392 6.3209 1.4131  C96 1.090
108 H -4.5721 7.0971 2.2528  C96 1.090
109 H -3.2769 6.6854 4.5273  C98 1.090
110 H -1.7468 7.5086 4.4253  C98 1.090
111 H -1.9268 5.2421 2.4748  C99 1.090
112 H -1.5936 4.8789 4.1581  C99 1.090
113 H 0.5481 4.3326 4.0901  C101 1.090
114 H 1.7015 5.1822 2.9916  C101 1.090
115 H 0.3409 4.0793 2.3721  C101 1.090
116 C 5.2147 -7.7007 -0.7383  O117 1.458, H125 1.090, H126 1.090, H127 1.090
117 O 5.1654 -8.3066 0.5866  C116 1.458, C118 1.466
118 C 6.2100 -7.9502 1.5508  O117 1.466, C119 1.579, H128 1.090, H129 1.090
119 C 6.0084 -6.4639 2.0446  C118 1.579, O120 1.448, H130 1.090, H131 1.090
120 O 6.4916 -5.3838 1.2091  C119 1.448, C121 1.409
121 C 5.7858 -4.1759 1.3725  O120 1.409, C122 1.489, H132 1.090, H133 1.090
122 C 6.8272 -3.2251 1.8494  C121 1.489, O123 1.477, H134 1.090, H135 1.090
123 O 7.2209 -3.4432 3.2559  C122 1.477, C124 1.422
124 C 8.2627 -2.5560 3.6432  O123 1.422, H136 1.090, H137 1.090, H138 1.090
125 H 6.2894 -7.5484 -0.8380  C116 1.090
126 H 4.6806 -6.7581 -0.8579  C116 1.090
127 H 4.7851 -8.3299 -1.5178  C116 1.090
128 H 7.1847 -8.1414 1.1021  C118 1.090
129 H 5.8834 -8.6442 2.3253  C118 1.090
130 H 6.5278 -6.3339 2.9941  C119 1.090
131 H 4.9915 -6.2766 2.3893  C119 1.090
132 H 4.8989 -4.1671 2.0061  C121 1.090
133 H 5.4211 -3.7920 0.4197  C121 1.090
134 H 6.5388 -2.1824 1.7166  C122 1.090
135 H 7.6508 -3.3951 1.1559  C122 1.090
136 H 7.9557 -1.5164 3.5292  C124 1.090
137 H 9.0947 -2.7867 2.9779  C124 1.090
138 H 8.6053 -2.9281 4.6088  C124 1.090
139 C 1.1607 6.5664 -5.3595  O140 1.468, H148 1.090, H149 1.090, H150 1.090
140 O -0.0449 6.3635 -4.5460  C139 1.468, C141 1.422
141 C 0.2043 6.1025 -3.1702  O140 1.422, C142 1.574, H151 1.090, H152 1.090
142 C -1.0732 5.9879 -2.2588  C141 1.574, O143 1.399, H153 1.090, H154 1.090
143 O -1.9570 5.0309 -2.7686  C142 1.399, C144 1.414
144 C -3.3313 5.2591 -2.5269  O143 1.414, C145 1.574, H155 1.090, H156 1.090
145 C -4.2786 4.1312 -3.0835  C144 1.574, O146 1.422, H157 1.090, H158 1.090
146 O -3.8974 2.8388 -2.6288  C145 1.422, C147 1.431
147 C -4.1418 1.7877 -3.5680  O146 1.431, H159 1.090, H160 1.090, H161 1.090
148 H 1.8411 7.4004 -5.1872  C139 1.090
149 H 0.7541 6.6620 -6.3663  C139 1.090
150 H 1.7950 5.6804 -5.3349  C139 1.090
151 H 0.8477 6.8513 -2.7083  C141 1.090
152 H 0.7888 5.1852 -3.0987  C141 1.090
153 H -1.5044 6.9886 -2.2307  C142 1.090
154 H -0.8122 5.7311 -1.2322  C142 1.090
155 H -3.6866 6.2640 -2.7549  C144 1.090
156 H -3.3319 5.2757 -1.4371  C144 1.090
157 H -4.2339 4.0771 -4.1713  C145 1.090
158 H -5.3039 4.3222 -2.7666  C145 1.090
159 H -5.1758 1.7594 -3.9118  C147 1.090
160 H -4.1421 0.8226 -3.0614  C147 1.090
161 H -3.3581 1.8104 -4.3253  C147 1.090
162 C -5.5996 6.3515 -5.9243  O163 1.422, H171 1.090, H172 1.090, H173 1.090
163 O -4.4415 6.7947 -5.2282  C162 1.422, C164 1.387
164 C -3.2819 6.9514 -5.9722  O163 1.387, C165 1.493, H174 1.090, H175 1.090
165 C -2.7586 5.7133 -6.6230  C164 1.493, O166 1.396, H176 1.090, H177 1.090
166 O -3.3240 5.6072 -7.8946  C165 1.396, C167 1.440
167 C -3.2697 4.3192 -8.5366  O166 1.440, C168 1.545, H178 1.090, H179 1.090
168 C -2.0240 3.4073 -8.4730  C167 1.545, O169 1.424, H180 1.090, H181 1.090
169 O -1.6806 2.8856 -9.7525  C168 1.424, C170 1.434
170 C -2.6321 1.9132 -10.2061  O169 1.434, H182 1.090, H183 1.090, H184 1.090
171 H -5.3526 5.3371 -6.2372  C162 1.090
172 H -5.8444 6.8804 -6.8454  C162 1.090
173 H -6.3263 6.2593 -5.1170  C162 1.090
174 H -2.6249 7.3146 -5.1819  C164 1.090
175 H -3.2453 7.7396 -6.7242  C164 1.090
176 H -3.0857 4.8158 -6.0980  C165 1.090
177 H -1.6707 5.7731 -6.6546  C165 1.090
178 H -3.5722 4.4688 -9.5730  C167 1.090
179 H -4.2039 3.8420 -8.2408  C167 1.090
180 H -2.0872 2.5894 -7.7554  C168 1.090
181 H -1.2023 4.0884 -8.2514  C168 1.090
182 H -3.4954 2.3808 -10.6795  C170 1.090
183 H -2.9676 1.2094 -9.4444  C170 1.090
184 H -2.0829 1.4152 -11.0051  C170 1.090
185 C 1.8556 4.1276 8.7296  O186 1.490, H194 1.090, H195 1.090, H196 1.090
186 O 0.4189 4.0617 8.3396  C185 1.490, C187 1.495
187 C 0.1047 3.7482 6.9123  O186 1.495, C188 1.476, H197 1.090, H198 1.090
188 C 0.6482 2.3985 6.6650  C187 1.476, O189 1.400, H199 1.090, H200 1.090
189 O 2.0099 2.3042 6.3542  C188 1.400, C190 1.325
190 C 2.5547 1.1430 6.0231  O189 1.325, C191 1.600, H201 1.090, H202 1.090
191 C 4.1518 1.1796 5.9304  C190 1.600, O192 1.430, H203 1.090, H204 1.090
192 O 4.4226 -0.2092 5.7207  C191 1.430, C193 1.425
193 C 5.8407 -0.2617 5.5888  O192 1.425, H205 1.090, H206 1.090, H207 1.090
194 H 1.9767 4.5886 9.7098  C185 1.090
195 H 2.5383 4.7372 8.1376  C185 1.090
196 H 2.2750 3.1215 8.7303  C185 1.090
197 H 0.4514 4.4866 6.1893  C187 1.090
198 H -0.9834 3.6874 6.9335  C187 1.090
199 H 0.1634 1.8861 5.8340  C188 1.090
200 H 0.4435 1.7172 7.4908  C188 1.090
201 H 2.1644 0.7442 5.0867  C190 1.090
202 H 2.3069 0.4248 6.8047  C190 1.090
203 H 4.5903 1.6420 6.8147  C191 1.090
204 H 4.4804 1.7619 5.0696  C191 1.090
205 H 6.1325 -1.1222 4.9867  C193 1.090
206 H 6.2561 -0.2182 6.5956  C193 1.090
207 H 6.2309 0.5027 4.9168  C193 1.090
208 C -5.8639 -5.6266 4.4536  O209 1.447, H217 1.090, H218 1.090, H219 1.090
209 O -6.6109 -6.2813 3.4020  C208 1.447, C210 1.384
210 C -6.0197 -5.9726 2.1898  O209 1.384, C211 1.571, H220 1.090, H221 1.090
211 C -4.8837 -7.0264 1.9289  C210 1.571, O212 1.488, H222 1.090, H223 1.090
212 O -3.5970 -6.8712 2.6593  C211 1.488, C213 1.415
213 C -2.5821 -5.9395 2.3386  O212 1.415, C214 1.506, H224 1.090, H225 1.090
214 C -1.9667 -6.0401 0.9677  C213 1.506, O215 1.497, H226 1.090, H227 1.090
215 O -1.6329 -7.4057 0.4534  C214 1.497, C216 1.400
216 C -1.7664 -8.5520 1.2462  O215 1.400, H228 1.090, H229 1.090, H230 1.090
217 H -4.8555 -6.0124 4.6031  C208 1.090
218 H -6.4011 -5.6958 5.3995  C208 1.090
219 H -5.9598 -4.5432 4.3812  C208 1.090
220 H -5.7759 -4.9301 1.9849  C210 1.090
221 H -6.8215 -6.1725 1.4790  C210 1.090
222 H -4.5479 -7.0504 0.8922  C211 1.090
223 H -5.2860 -8.0243 2.1032  C211 1.090
224 H -1.7808 -5.9060 3.0768  C213 1.090
225 H -3.1116 -4.9869 2.3535  C213 1.090
226 H -0.9745 -5.5901 1.0006  C214 1.090
227 H -2.5876 -5.5721 0.2038  C214 1.090
228 H -1.2208 -9.4197 0.8753  C216 1.090
229 H -2.8470 -8.6872 1.1997  C216 1.090
230 H -1.4836 -8.2262 2.2472  C216 1.090
231 C 0.3185 -8.8866 -2.2054  O232 1.421, H240 1.090, H241 1.090, H242 1.090
232 O 1.3435 -8.8628 -3.1893  C231 1.421, C233 1.471
233 C 0.8722 -8.2428 -4.4376  O232 1.471, C234 1.590, H243 1.090, H244 1.090
234 C 2.0753 -7.9648 -5.4387  C233 1.590, O235 1.422, H245 1.090, H246 1.090
235 O 3.1045 -7.0854 -5.0039  C234 1.422, C236 1.460
236 C 2.6664 -5.7326 -4.6747  O235 1.460, C237 1.568, H247 1.090, H248 1.090
237 C 3.7342 -5.2121 -3.6508  C236 1.568, O238 1.394, H249 1.090, H250 1.090
238 O 3.1227 -4.1028 -3.0700  C237 1.394, C239 1.421
239 C 2.2212 -4.5149 -2.0525  O238 1.421, H251 1.090, H252 1.090, H253 1.090
240 H -0.0280 -7.8712 -2.0130  C231 1.090
241 H 0.6465 -9.0556 -1.1798  C231 1.090
242 H -0.4905 -9.5430 -2.5259  C231 1.090
243 H 0.3191 -7.3207 -4.2589  C233 1.090
244 H 0.1219 -8.8138 -4.9845  C233 1.090
245 H 1.6019 -7.3687 -6.2189  C234 1.090
246 H 2.4584 -8.9514 -5.6994  C234 1.090
247 H 1.6328 -5.6650 -4.3354  C236 1.090
248 H 2.6546 -5.1369 -5.5874  C236 1.090
249 H 4.6291 -4.9674 -4.2230  C237 1.090
250 H 4.0740 -5.9500 -2.9241  C237 1.090
251 H 2.8224 -4.8046 -1.1906  C239 1.090
252 H 1.4641 -5.2163 -2.4030  C239 1.090
253 H 1.6926 -3.5861 -1.8382  C239 1.090
254 C -11.4388 1.7341 3.4424  O255 1.401, H263 1.090, H264 1.090, H265 1.090
255 O -10.2481 2.3430 3.0254  C254 1.401, C256 1.439
256 C -9.2288 1.4345 2.5702  O255 1.439, C257 1.586, H266 1.090, H267 1.090
257 C -7.9077 2.2887 2.3701  C256 1.586, O258 1.380, H268 1.090, H269 1.090
258 O -7.3618 2.5100 3.6176  C257 1.380, C259 1.432
259 C -7.6896 3.6916 4.3567  O258 1.432, C260 1.618, H270 1.090, H271 1.090
260 C -7.0256 4.9364 3.5656  C259 1.618, O261 1.443, H272 1.090, H273 1.090
261 O -5.5859 5.0111 3.5117  C260 1.443, C262 1.429
262 C -4.9503 4.0802 2.6342  O261 1.429, H274 1.090, H275 1.090, H276 1.090
263 H -11.2983 1.2245 4.3957  C254 1.090
264 H -11.7718 1.0171 2.6920  C254 1.090
265 H -12.0555 2.6308 3.5020  C254 1.090
266 H -9.5392 0.9507 1.6441  C256 1.090
267 H -8.9599 0.6500 3.2776  C256 1.090
268 H -8.1595 3.1812 1.7973  C257 1.090
269 H -7.0835 1.8138 1.8379  C257 1.090
270 H -7.4026 3.5872 5.4030  C259 1.090
271 H -8.7522 3.8783 4.2013  C259 1.090
272 H -7.2368 5.8378 4.1409  C260 1.090
273 H -7.6133 5.1978 2.6856  C260 1.090
274 H -5.5279 3.8617 1.7360  C262 1.090
275 H -4.9876 3.1727 3.2369  C262 1.090
276 H -3.9233 4.2796 2.3282  C262 1.090
277 C 7.3715 2.0297 1.5250  C278 1.512, H288 1.090, H289 1.090, H290 1.090
278 C 6.0434 2.6767 1.8463  C277 1.512, O279 1.409, H291 1.090, H292 1.090
279 O 5.0725 1.9974 1.0841  C278 1.409, P280 1.630
280 P 4.6149 2.6622 -0.3317  O279 1.630, O281 1.496, O282 1.635, O285 1.639
281 O 5.7263 3.2793 -1.1205  P280 1.496
282 O 4.0171 1.3067 -1.0228  P280 1.635, C283 1.416
283 C 5.0073 0.3852 -1.4431  O282 1.416, C284 1.497, H293 1.090, H294 1.090
284 C 4.5807 -1.0400 -1.2804  C283 1.497, H295 1.090, H296 1.090, H297 1.090
285 O 3.3679 3.6811 -0.0245  P280 1.639, C286 1.464
286 C 3.2956 4.9662 -0.7216  O285 1.464, C287 1.447, H298 1.090, H299 1.090
287 C 1.9412 5.4250 -0.5013  C286 1.447, H300 1.090, H301 1.090, H302 1.090
288 H 7.6260 2.1290 0.4698  C277 1.090
289 H 8.0569 2.6895 2.0569  C277 1.090
290 H 7.5401 0.9989 1.8365  C277 1.090
291 H 5.8107 2.4719 2.8913  C278 1.090
292 H 5.9791 3.7645 1.8187  C278 1.090
293 H 5.2781 0.6259 -2.4711  C283 1.090
294 H 5.9330 0.5556 -0.8933  C283 1.090
295 H 4.2230 -1.4669 -0.3434  C284 1.090
296 H 3.7321 -1.2379 -1.9353  C284 1.090
297 H 5.3667 -1.7405 -1.5623  C284 1.090
298 H 4.1867 5.5741 -0.5654  C286 1.090
299 H 3.2177 4.8592 -1.8035  C286 1.090
300 H 1.3724 4.6335 -0.9891  C287 1.090
301 H 1.6202 5.4518 0.5401  C287 1.090
302 H 1.8379 6.3718 -1.0313  C287 1.090
303 C 1.5570 -1.3589 2.0488  C304 1.551, H314 1.090, H315 1.090, H316 1.090
304 C 2.2158 0.0201 1.7854  C303 1.551, O305 1.442, H317 1.090, H318 1.090
305 O 1.3890 0.9605 1.0696  C304 1.442, P306 1.633
306 P 0.5618 0.5214 -0.2683  O305 1.633, O307 1.499, O308 1.653, O311 1.663
307 O 0.7350 -0.9004 -0.7115  P306 1.499
308 O -0.9349 1.0814 0.1540  P306 1.653, C309 1.466
309 C -1.1171 2.4447 0.6617  O308 1.466, C310 1.481, H319 1.090, H320 1.090
310 C -2.2734 2.9949 -0.0831  C309 1.481, H321 1.090, H322 1.090, H323 1.090
311 O 1.1133 1.7181 -1.2828  P306 1.663, C312 1.447
312 C 1.3283 1.4985 -2.6965  O311 1.447, C313 1.572, H324 1.090, H325 1.090
313 C -0.0793 1.4055 -3.3894  C312 1.572, H326 1.090, H327 1.090, H328 1.090
314 H 2.1370 -2.0648 2.6432  C303 1.090
315 H 0.5055 -1.2449 2.3125  C303 1.090
316 H 1.6777 -1.9068 1.1143  C303 1.090
317 H 2.6146 0.4289 2.7139  C304 1.090
318 H 3.1451 -0.1276 1.2352  C304 1.090
319 H -1.2948 2.3977 1.7361  C309 1.090
320 H -0.1980 2.9782 0.4192  C309 1.090
321 H -2.5991 3.9831 0.2415  C310 1.090
322 H -2.0310 3.1081 -1.1397  C310 1.090
323 H -3.1940 2.4114 -0.0875  C310 1.090
324 H 1.8525 2.4398 -2.8614  C312 1.090
325 H 2.0912 0.7677 -2.9649  C312 1.090
326 H 0.0116 1.7057 -4.4333  C313 1.090
327 H -0.5682 0.4728 -3.1080  C313 1.090
328 H -0.6440 2.2771 -3.0585  C313 1.090

Results
2S+1: 1
Charge: 0
HOMO-LUMO gap, eV: 9.450
Maximum force, hartree/bohr: 0.0932
Highest occupied orbital energy, eV: -9.0